No. 1
23
Properties=species:S:1:pos:R:3 method="wB97M-V/def2-TZVPD" energy_ha=-677.52054 lumo_ev="-0.59 / -0.84" gap_ev="6.66 / 7.63" e_above_lowest_kcal_mol=101.6 total_charge=0 homo_ev="-7.251 / -8.469"
C -0.42 -2.28 -2.45
C -1.70 -1.80 -2.59
C 0.40 -1.84 -1.44
C -2.07 -0.70 -1.83
C 0.02 -0.69 -0.70
C -1.25 -0.11 -0.90
C 1.05 -0.01 0.06
C 1.16 1.02 1.04
C 0.57 1.24 2.20
C 2.55 1.74 0.94
Si -1.05 1.18 3.04
H -0.07 -2.94 -3.18
H -2.34 -2.15 -3.29
H 1.44 -2.02 -1.60
H -3.18 -0.48 -1.92
H 2.06 -0.63 0.12
H -1.56 0.69 -0.13
H 2.35 2.69 0.28
H 3.31 1.10 0.48
H 2.87 2.03 1.96
H -1.08 2.69 2.91
H -0.85 0.71 4.57
H -2.23 0.57 2.43


No. 2
11
Properties=species:S:1:pos:R:3 method="wB97M-V/def2-TZVPD" energy_ha=-731.80641 lumo_ev=1.03 gap_ev=8.87 e_above_lowest_kcal_mol=39.9 total_charge=0 homo_ev=-7.847
C -0.24 -2.79 -0.33
C 0.21 1.98 -0.29
H 0.41 -3.27 -1.07
H -1.18 -3.33 -0.19
H -0.05 2.30 1.70
H 0.40 3.72 0.80
H 0.48 2.55 -1.18
N 0.19 2.73 0.82
F -0.52 -1.53 -0.74
F 0.41 -2.73 0.86
S -0.10 0.37 -0.37


No. 3
20
Properties=species:S:1:pos:R:3 method="wB97M-V/def2-TZVPD" energy_ha=-568.72535 lumo_ev=0.35 gap_ev=10.84 e_above_lowest_kcal_mol=116.7 total_charge=0 smiles="C[C@@H](O)N([C@@H](C)O)[N+](=O)[O-]" homo_ev=-10.494
C 0.85 -1.59 -1.00
C -1.28 1.52 -0.44
C 0.56 -1.09 0.43
C -0.32 1.38 0.68
N 0.76 0.43 0.56
N 2.03 0.82 0.10
O 2.83 -0.05 -0.10
O 2.25 2.05 0.04
O 1.33 -1.70 1.38
O -0.97 1.08 1.98
H 1.71 -1.03 -1.53
H 0.04 -1.44 -1.62
H 0.99 -2.62 -1.06
H -2.07 0.84 -0.66
H -0.72 1.71 -1.35
H -1.90 2.35 -0.22
H -0.40 -1.26 0.73
H 0.25 2.33 0.85
H 2.12 -1.84 0.91
H -0.44 0.42 2.39


No. 4
56
Properties=species:S:1:pos:R:3 method="wB97M-V/def2-TZVPD" energy_ha=-3479.84630 lumo_ev=-6.20 gap_ev=8.74 e_above_lowest_kcal_mol=323.6 total_charge=+2 homo_ev=-14.940
Br -0.61 -1.44 -0.43
C 1.71 -2.39 -1.95
C 0.94 -1.42 -2.82
O 1.43 -0.44 -3.41
N -0.58 -1.72 -2.89
H -0.75 -2.64 -3.26
H -0.93 -1.78 -1.95
C -1.24 -0.60 -3.69
H 1.11 -3.23 -1.60
H 1.96 -1.89 -1.01
H 2.67 -2.71 -2.36
H -1.03 0.33 -3.16
H -2.32 -0.67 -3.64
H -0.83 -0.49 -4.70
C 0.73 1.05 -1.85
N -0.35 1.92 -1.15
C -1.49 1.87 -2.11
C -0.68 1.14 0.16
C -0.01 3.40 -0.80
C 1.34 3.59 -0.05
O 2.39 3.20 -0.87
H 1.06 1.57 -2.75
H 0.30 0.07 -2.09
H 1.51 0.89 -1.11
H -1.30 2.21 -3.12
H -2.22 2.57 -1.69
H -1.76 0.81 -2.13
H -1.57 1.59 0.60
H 0.11 1.19 0.90
H -0.89 0.11 -0.11
H -0.85 3.86 -0.29
H 0.11 3.88 -1.77
H 1.36 2.89 0.79
H 1.61 4.60 0.26
H 2.98 2.67 -0.33
C -1.04 0.30 1.98
N 0.04 -0.66 2.47
C 1.32 -0.25 1.68
C 0.40 -0.41 3.93
C -0.28 -2.17 2.09
C -0.89 -3.09 3.28
O -1.90 -2.45 3.96
H -0.73 1.28 2.35
H -1.95 -0.09 2.46
H -1.17 0.29 0.90
H 1.26 -0.48 0.62
H 2.18 -0.85 1.99
H 1.46 0.83 1.83
H -0.57 -0.54 4.40
H 0.81 0.60 4.04
H 1.06 -1.23 4.22
H 0.67 -2.62 1.80
H -0.82 -2.15 1.14
H -0.13 -3.35 4.01
H -1.25 -3.94 2.70
H -2.43 -3.01 4.53


No. 5
14
Properties=species:S:1:pos:R:3 method="wB97M-V/def2-TZVPD" energy_ha=-449.02588 lumo_ev="0.70 / 0.73" gap_ev="7.70 / 7.47" e_above_lowest_kcal_mol=185.3 total_charge=0 homo_ev="-6.995 / -6.735"
C 1.08 0.97 -0.25
C -0.31 0.88 -0.39
N 1.86 -0.01 0.23
N -0.81 0.03 1.67
N -1.06 0.20 0.46
N 1.57 -1.29 0.44
O -2.36 0.05 -0.02
O 0.31 -1.52 -0.26
H 1.47 1.74 -0.96
H -0.74 1.38 -1.20
H 2.93 0.12 0.24
H -1.49 -0.46 2.17
H -2.60 -0.81 0.18
H 0.25 -2.43 -0.41


No. 6
18
Properties=species:S:1:pos:R:3 method="wB97M-V/def2-TZVPD" energy_ha=-819.82170 lumo_ev=-3.81 gap_ev=9.95 e_above_lowest_kcal_mol=0.0 total_charge=+1 homo_ev=-13.767
C 0.27 -1.57 -0.18
C -0.09 0.90 1.12
C -0.98 -0.25 1.80
C -0.10 1.99 -1.13
N -0.45 0.83 -0.32
N 0.24 -0.34 -0.79
N 0.72 -2.55 -0.98
F 1.33 2.09 -1.17
S -0.39 -1.93 1.36
H -0.50 1.75 1.47
H 1.07 0.87 1.13
H -0.88 0.06 2.88
H -2.10 -0.31 1.53
H -0.66 2.78 -0.59
H -0.51 1.72 -2.20
H 1.05 -0.30 -1.39
H 0.81 -2.41 -1.99
H 1.19 -3.35 -0.54


No. 7
24
Properties=species:S:1:pos:R:3 method="wB97M-V/def2-TZVPD" energy_ha=-513.29057 lumo_ev=-8.22 gap_ev=9.28 e_above_lowest_kcal_mol=31.9 total_charge=+2 smiles="CO[C@@H]1C=C[C@]2(C[NH2+]2)C(=[NH2+])N1" homo_ev=-17.501
C 0.70 -1.30 -0.62
C -0.64 -1.27 -0.77
C -0.78 1.12 -0.04
C -3.02 -0.28 -0.52
C 1.46 -0.14 0.15
C -1.58 -0.20 -0.32
C 3.86 0.40 0.20
N 0.55 1.06 0.10
N -1.37 2.25 -0.17
N -2.51 -0.73 0.81
O 2.62 0.24 -0.51
H 1.28 -2.02 -1.12
H -1.15 -2.13 -1.08
H -3.70 0.67 -0.66
H -3.28 -1.21 -0.94
H 1.67 -0.38 1.13
H 3.99 1.30 0.58
H 4.62 0.30 -0.72
H 4.05 -0.49 0.74
H 0.98 2.00 0.43
H -2.33 2.20 -0.55
H -0.75 3.02 -0.04
H -2.94 -0.24 1.64
H -2.53 -1.72 0.88


No. 8
16
Properties=species:S:1:pos:R:3 method="wB97M-V/def2-TZVPD" energy_ha=-702.83871 lumo_ev=0.07 gap_ev=7.90 e_above_lowest_kcal_mol=120.1 total_charge=0 homo_ev=-7.836
C 1.74 0.71 -0.47
C 0.77 -0.35 0.04
C -0.55 -0.07 0.04
C -1.16 1.34 0.02
C -1.70 -0.94 0.32
H 2.02 0.43 -1.56
H 2.77 0.44 0.18
H 1.22 1.65 -0.13
H 1.96 -1.97 -0.71
H 0.59 -2.30 1.13
H -0.94 1.97 0.99
H -0.85 2.21 -0.85
H -1.41 -2.05 0.38
N 1.42 -1.57 0.32
N -2.92 -0.60 0.39
S -2.94 1.10 -0.10